No. 1
{"formula": "C9H20P", "method": "ωB97M-V with the def2-TZVPD basis set", "total_charge": 1, "e_above_lowest_kcal_mol": 0.0, "homo_lumo_gap_ev": 10.64, "homo_ev": -13.5, "symbols": ["C", "C", "C", "C", "C", "C", "C", "C", "C", "P", "H", "H", "H", "H", "H", "H", "H", "H", "H", "H", "H", "H", "H", "H", "H", "H", "H", "H", "H", "H"], "xyz": [[0.4537, 1.7784, 1.7250], [0.9029, 1.0230, 0.6653], [-0.7957, 1.3898, 2.5395], [2.0913, 1.4320, -0.2354], [-1.5021, 1.5186, -1.3096], [0.4942, -2.6778, -1.6425], [-0.4478, -1.8182, 1.2853], [-1.4108, 0.0492, -0.8668], [1.1282, -1.2905, -1.0491], [-0.0096, -0.4688, 0.1591], [0.8292, 2.7933, 1.9280], [-1.2332, 2.3554, 2.7906], [-1.5387, 0.8252, 1.8427], [-0.6334, 0.9939, 3.5227], [2.9352, 0.7566, -0.1396], [2.4778, 2.3826, 0.0304], [1.9166, 1.2331, -1.2539], [-2.5893, 1.4858, -1.6926], [-1.4454, 2.3549, -0.5973], [-0.7516, 1.6374, -2.0584], [-0.5556, -2.9039, -1.4423], [0.6324, -2.4792, -2.7208], [1.1729, -3.5436, -1.4552], [0.2387, -1.9535, 2.1308], [-0.6064, -2.7430, 0.7738], [-1.3648, -1.4946, 1.6949], [-1.6148, -0.4333, -1.8037], [-2.2116, -0.1047, -0.2001], [1.2903, -0.6679, -1.8985], [2.1471, -1.4302, -0.7221]], "forces_ev_per_angstrom": [[-0.49, -1.56, -1.23], [-0.05, 1.45, 1.64], [-0.31, 0.95, -2.19], [-0.38, -1.78, 1.49], [-1.99, -0.22, 0.13], [2.04, 1.18, -0.71], [0.55, 1.15, 0.68], [0.22, 1.28, 1.04], [-1.36, -1.71, 0.09], [2.59, -0.83, -2.26], [0.35, -0.73, -0.10], [-0.57, -0.01, -0.24], [1.12, 0.75, 1.69], [0.31, -0.96, 0.21], [0.24, -0.34, 0.82], [-0.06, 1.09, -0.14], [-0.76, 0.83, -1.47], [1.87, 0.79, -0.08], [0.15, -0.72, 0.14], [0.10, 0.61, -0.89], [0.28, 0.17, 0.14], [-0.58, -0.55, 0.33], [-0.80, 0.65, 0.32], [0.09, 0.17, -0.45], [0.08, -0.42, -0.54], [-1.28, 0.05, 0.76], [0.42, -1.26, -0.01], [-1.49, -0.51, 0.61], [-0.39, 0.82, -0.59], [0.10, -0.34, 0.81]]}

***

No. 2
{"formula": "C6H12O2", "method": "ωB97M-V with the def2-TZVPD basis set", "total_charge": 0, "e_above_lowest_kcal_mol": 95.1, "homo_lumo_gap_ev": 9.04, "homo_ev": -8.4, "symbols": ["C", "C", "C", "C", "C", "C", "O", "O", "H", "H", "H", "H", "H", "H", "H", "H", "H", "H", "H", "H"], "xyz": [[-1.3587, 0.0780, -0.2556], [-1.5271, 1.4721, -0.1465], [1.6568, 1.1311, -0.7947], [-0.1283, -2.0779, 0.1358], [1.0511, 0.1630, 0.1942], [-0.1381, -0.5801, -0.0887], [-2.5401, -0.6322, -0.2037], [2.0865, -0.4949, 0.8370], [-2.3850, -1.5256, 0.1209], [1.7318, -1.0773, 1.5181], [0.3938, 1.2707, 1.1059], [-2.5472, 1.8075, 0.0015], [-0.4723, 1.6694, 0.9541], [-0.9352, 2.1276, -0.7663], [2.4585, 0.6260, -1.3401], [2.0874, 1.9960, -0.2911], [0.9364, 1.4837, -1.5259], [-0.4595, -2.3755, 1.1398], [-0.7830, -2.5773, -0.5821], [0.8723, -2.4842, -0.0128]], "forces_ev_per_angstrom": [[0.36, -0.42, 0.38], [0.78, 0.13, 0.33], [0.07, 0.23, 0.02], [-0.04, 0.08, 0.02], [-0.40, 0.60, 0.24], [-0.41, 0.08, -0.02], [0.11, 0.04, -0.04], [-0.14, 0.05, -0.02], [0.06, 0.04, -0.03], [-0.03, 0.05, -0.05], [0.37, -0.66, -0.33], [0.03, 0.01, 0.10], [-0.70, -0.12, -0.57], [0.03, 0.04, -0.08], [-0.06, -0.08, 0.07], [0.07, -0.03, 0.00], [-0.13, -0.06, 0.03], [0.00, 0.01, -0.01], [0.04, 0.00, -0.01], [-0.04, -0.01, -0.02]]}

***

No. 3
{"formula": "C2H3N3O2", "method": "ωB97M-V with the def2-TZVPD basis set", "smiles": "O/N=c1\\nc[nH]o1", "total_charge": 0, "e_above_lowest_kcal_mol": 147.5, "homo_lumo_gap_ev": 9.06, "homo_ev": -9.1, "symbols": ["O", "N", "C", "N", "C", "N", "O", "H", "H", "H"], "xyz": [[2.6597, -0.4329, -0.1898], [1.6658, -0.3241, -1.1309], [0.6030, -0.0241, -0.5080], [0.1828, -0.1619, 0.7345], [-1.0651, -0.1091, 0.8305], [-1.7280, 0.1556, -0.3260], [-0.6260, 0.5567, -1.1430], [2.0886, -0.8443, 0.4671], [-1.6102, 0.0338, 1.8792], [-2.1707, 1.1503, -0.6138]], "forces_ev_per_angstrom": [[0.60, -1.30, 0.52], [-1.54, 2.00, -1.14], [-3.46, 1.34, -3.65], [2.06, -1.57, 3.54], [-2.76, 2.24, 4.01], [-0.06, 3.62, -2.51], [2.94, -1.94, -2.20], [1.28, -0.27, 1.66], [1.06, -1.09, -2.51], [-0.14, -3.02, 2.29]]}

***

No. 4
{"formula": "C40H33N2PPdSe2Te", "method": "ωB97M-V with the def2-TZVPD basis set", "total_charge": 2, "e_above_lowest_kcal_mol": 0.5, "homo_lumo_gap_ev": 7.38, "homo_ev": -13.4, "symbols": ["Pd", "Se", "Se", "C", "C", "C", "C", "C", "N", "C", "C", "C", "C", "C", "N", "H", "H", "H", "H", "H", "H", "H", "H", "Te", "C", "C", "C", "C", "C", "C", "C", "C", "C", "C", "C", "C", "H", "H", "H", "H", "H", "H", "H", "H", "H", "H", "C", "C", "C", "C", "C", "C", "P", "C", "C", "C", "C", "C", "C", "C", "C", "C", "C", "C", "C", "H", "H", "H", "H", "H", "H", "H", "H", "H", "H", "H", "H", "H", "H", "H"], "xyz": [[-0.7374, -0.3475, -0.2429], [-1.9410, -3.1543, 0.4308], [-3.0323, -1.4391, 1.5837], [-1.6757, -0.3197, 2.4124], [-1.8076, -0.1006, 3.7726], [-0.9334, 0.7752, 4.4014], [0.0556, 1.3914, 3.6551], [0.1357, 1.1238, 2.3021], [-0.7178, 0.2938, 1.6914], [-1.8858, -2.6307, -1.4333], [-2.4097, -3.5285, -2.3479], [-2.2165, -3.3001, -3.7039], [-1.5217, -2.1729, -4.1055], [-1.0490, -1.3052, -3.1391], [-1.2224, -1.5313, -1.8336], [-2.5778, -0.6178, 4.3277], [-1.0228, 0.9617, 5.4633], [0.7634, 2.0722, 4.1058], [0.8916, 1.5786, 1.6767], [-2.9577, -4.3925, -1.9988], [-2.6119, -3.9946, -4.4329], [-1.3480, -1.9546, -5.1492], [-0.5043, -0.4105, -3.4063], [-2.8656, 1.2100, -0.8340], [-1.8608, 2.8831, -1.6262], [-2.3708, 4.1618, -1.4390], [-1.7256, 5.2426, -2.0242], [-0.5950, 5.0465, -2.8053], [-0.1013, 3.7650, -3.0056], [-0.7331, 2.6812, -2.4126], [-3.3820, 2.0425, 1.0255], [-2.5500, 2.9464, 1.6751], [-2.9292, 3.4522, 2.9101], [-4.1229, 3.0486, 3.4954], [-4.9520, 2.1496, 2.8396], [-4.5885, 1.6493, 1.5963], [-3.2599, 4.3249, -0.8430], [-2.1177, 6.2400, -1.8776], [-0.1036, 5.8931, -3.2652], [0.7724, 3.6089, -3.6252], [-0.3447, 1.6809, -2.5697], [-1.6229, 3.2710, 1.2177], [-2.2938, 4.1701, 3.4129], [-4.4171, 3.4527, 4.4549], [-5.8933, 1.8526, 3.2825], [-5.2542, 0.9727, 1.0740], [2.2985, -3.1878, -4.1567], [2.7418, -1.8975, -3.9121], [2.5151, -1.3029, -2.6762], [1.8418, -2.0067, -1.6821], [1.4004, -3.3091, -1.9309], [1.6304, -3.8958, -3.1628], [1.4129, -1.2439, -0.1015], [2.4941, 0.1826, 0.1471], [2.2069, 1.3676, -0.5360], [2.9850, 2.4960, -0.3397], [4.0525, 2.4518, 0.5504], [4.3371, 1.2812, 1.2383], [3.5610, 0.1463, 1.0418], [1.8462, -2.4565, 1.1619], [2.9506, -3.2855, 0.9499], [3.3559, -4.1674, 1.9390], [2.6661, -4.2283, 3.1425], [1.5705, -3.4044, 3.3593], [1.1611, -2.5214, 2.3725], [2.4878, -3.6517, -5.1156], [3.2806, -1.3545, -4.6772], [2.8836, -0.3025, -2.4879], [0.8997, -3.8722, -1.1506], [1.3039, -4.9113, -3.3456], [1.3602, 1.4144, -1.2113], [2.7562, 3.4089, -0.8743], [4.6606, 3.3324, 0.7085], [5.1671, 1.2478, 1.9311], [3.7868, -0.7595, 1.5892], [3.4964, -3.2430, 0.0157], [4.2117, -4.8066, 1.7692], [2.9823, -4.9204, 3.9112], [1.0316, -3.4536, 4.2961], [0.3017, -1.8891, 2.5506]], "forces_ev_per_angstrom": [[0.02, -0.01, 0.02], [0.03, 0.01, 0.02], [-0.02, 0.02, 0.02], [0.02, 0.01, -0.02], [-0.01, -0.02, -0.02], [0.01, 0.02, 0.00], [-0.01, -0.01, 0.04], [-0.03, -0.01, -0.06], [0.02, 0.02, 0.06], [-0.02, -0.02, -0.03], [0.00, 0.00, -0.01], [-0.01, -0.01, 0.01], [0.01, 0.01, 0.01], [0.00, 0.01, -0.01], [0.01, 0.01, 0.01], [0.00, 0.00, 0.00], [0.00, 0.00, 0.00], [0.00, 0.00, 0.00], [0.00, 0.00, 0.00], [0.00, 0.00, 0.00], [0.00, 0.00, 0.00], [0.00, 0.00, 0.00], [0.00, 0.00, 0.01], [0.01, -0.03, 0.01], [0.01, 0.00, -0.01], [0.00, 0.00, 0.00], [-0.01, 0.00, 0.00], [0.01, 0.00, 0.00], [0.00, 0.01, 0.01], [0.00, 0.00, 0.01], [-0.01, 0.00, -0.01], [0.01, 0.01, 0.01], [0.00, 0.00, 0.00], [-0.01, 0.00, 0.00], [0.00, 0.01, 0.01], [0.01, -0.01, -0.02], [0.00, 0.00, 0.00], [0.00, 0.00, 0.00], [0.00, 0.00, 0.00], [0.00, 0.00, 0.00], [-0.01, 0.00, 0.00], [-0.01, 0.00, 0.00], [0.00, 0.00, 0.00], [0.00, 0.00, 0.00], [0.00, 0.00, 0.00], [0.00, 0.00, 0.00], [0.00, -0.01, 0.00], [0.00, 0.01, 0.00], [-0.01, 0.00, -0.01], [0.01, -0.01, 0.01], [-0.01, 0.01, 0.01], [0.00, -0.01, -0.01], [-0.06, -0.02, -0.02], [0.00, 0.01, 0.02], [0.00, 0.00, 0.01], [0.00, 0.00, 0.00], [0.00, 0.00, 0.00], [0.00, 0.01, 0.00], [0.00, -0.01, 0.00], [0.04, -0.01, -0.05], [-0.01, 0.00, 0.01], [0.00, 0.00, 0.01], [0.01, 0.00, -0.01], [-0.01, 0.00, 0.00], [-0.03, 0.03, 0.01], [0.00, 0.00, 0.00], [0.00, 0.00, 0.00], [0.00, -0.01, 0.00], [0.00, 0.00, 0.00], [0.00, 0.00, 0.00], [0.00, 0.00, 0.00], [0.00, 0.00, 0.00], [0.00, 0.00, 0.00], [0.00, 0.00, 0.00], [0.00, 0.00, 0.00], [0.00, 0.00, 0.00], [0.00, 0.00, 0.00], [0.00, 0.00, 0.00], [0.00, 0.00, 0.00], [0.02, -0.01, -0.01]]}